# 1
{
  "formula": "C42H51ClN4PSeSi2Sn",
  "method": "ωB97M-V/def2-TZVPD",
  "elements": ["H", "H", "C", "C", "C", "Cl", "C", "C", "C", "H", "H", "P", "C", "H", "H", "C", "H", "H", "N", "H", "Se", "C", "H", "C", "H", "H", "H", "C", "C", "C", "Sn", "N", "C", "H", "C", "C", "H", "C", "C", "C", "C", "C", "H", "H", "C", "H", "H", "H", "H", "H", "H", "C", "H", "C", "C", "H", "C", "H", "N", "C", "C", "C", "C", "H", "C", "H", "H", "H", "H", "N", "C", "H", "Si", "C", "H", "H", "H", "C", "H", "H", "Si", "H", "C", "H", "H", "C", "H", "C", "C", "H", "H", "H", "C", "H", "C", "H", "H", "H", "H", "C", "H", "C", "H"],
  "positions_angstrom": [[0.344, 3.314, 1.312], [3.705, 2.149, 1.963], [-5.007, -3.399, -0.723], [-2.694, 1.289, 4.831], [-0.184, -3.983, 2.283], [1.052, -3.445, 1.178], [5.822, 0.820, -3.830], [-2.905, 0.545, 2.551], [-6.154, -3.068, -0.013], [2.893, 3.575, -2.381], [0.124, 2.089, -2.606], [-1.948, -1.833, 1.461], [-0.357, -3.776, -1.910], [0.649, 1.605, 5.112], [-5.079, -3.953, -1.651], [5.471, 2.145, -4.016], [-1.459, -2.903, -4.585], [8.255, 0.582, -6.118], [1.638, 1.912, 2.151], [1.485, -0.627, -3.409], [2.899, 1.106, -1.027], [-1.423, -3.355, 2.380], [-0.430, 2.049, 2.263], [-0.734, 2.455, -2.034], [-2.798, -5.429, 4.718], [0.632, -4.242, -1.887], [7.632, 2.938, -6.449], [1.690, 0.980, 3.265], [-2.053, -5.023, 4.045], [-2.350, -3.915, 3.273], [-0.088, -0.430, 0.042], [4.993, 0.355, -2.811], [4.154, 1.321, -2.368], [1.316, -2.277, -4.049], [-1.932, -1.950, -4.358], [2.824, 2.762, 2.140], [1.698, 3.756, 5.136], [6.105, 2.944, -4.952], [6.826, 0.221, -4.570], [-3.348, 1.785, -0.768], [-2.206, -0.022, -2.923], [-0.798, -5.611, 3.941], [-3.757, 2.441, -1.545], [-4.117, 1.043, -0.521], [2.944, 3.516, 3.492], [-0.867, -4.067, -0.990], [-1.247, -1.745, 4.414], [2.416, 1.531, 5.291], [3.774, 3.171, 4.105], [5.830, 3.981, -5.096], [-6.945, -2.078, 1.720], [-3.143, 1.499, 3.530], [-2.907, 2.017, 5.606], [-4.807, -1.950, 1.643], [-6.052, -2.343, 1.166], [-3.161, 2.404, 0.116], [-3.650, -2.286, 0.942], [-3.129, -2.007, -6.139], [4.444, 2.423, -3.108], [-2.871, -1.449, -5.246], [3.742, 3.693, -3.047], [-2.224, -0.640, 2.849], [-3.481, -0.226, -4.987], [-3.693, 2.399, 3.279], [-1.583, -1.257, -3.189], [4.940, -0.583, -2.452], [-4.213, 0.175, -5.677], [2.270, -1.973, -2.573], [-1.678, -0.063, 6.154], [1.682, 3.223, 4.271], [0.467, 3.630, 3.470], [-0.340, 3.080, -1.224], [-1.765, 1.003, -1.405], [7.112, 2.352, -5.703], [-3.336, -3.474, 3.351], [-4.750, -1.387, 2.567], [0.585, 4.686, 3.237], [-2.005, 0.124, 5.137], [0.860, 0.279, 3.176], [-0.546, -6.480, 4.535], [-0.181, -1.919, -2.114], [-1.349, 3.083, -2.692], [0.131, -5.094, 3.058], [-0.912, -4.200, -2.755], [3.009, 4.597, 3.385], [0.430, 2.718, 2.220], [1.106, -5.549, 2.945], [7.466, 1.012, -5.515], [-1.774, -0.835, 4.152], [3.393, 3.963, -4.043], [-3.268, 0.712, 1.546], [-3.636, 1.429, -3.652], [1.601, 1.751, 4.605], [-2.879, -3.241, -0.828], [-3.147, 0.476, -3.838], [-0.399, 3.498, 4.117], [-7.126, -3.367, -0.383], [2.748, 3.460, 1.307], [2.617, 0.411, 3.201], [-3.765, -3.003, -0.252], [7.099, -0.817, -4.425], [1.375, -1.679, -3.131], [4.402, 4.475, -2.670]],
  "e_above_lowest_kcal_mol": 4.0,
  "homo_ev": -8.5,
  "total_charge": 1,
  "max_force_ev_per_a": 0.42
}

=====

# 2
{
  "formula": "C42H51F3N4O2SSeW",
  "method": "ωB97M-V/def2-TZVPD",
  "elements": ["C", "C", "H", "H", "H", "C", "H", "H", "C", "N", "C", "C", "F", "C", "C", "H", "C", "F", "C", "H", "H", "F", "C", "H", "H", "N", "H", "H", "H", "C", "H", "H", "H", "C", "C", "H", "C", "H", "H", "C", "C", "H", "O", "N", "O", "C", "C", "H", "C", "C", "C", "C", "H", "H", "H", "H", "C", "C", "H", "H", "H", "H", "C", "C", "H", "H", "H", "C", "Se", "C", "H", "C", "H", "H", "H", "H", "H", "C", "C", "H", "H", "C", "H", "H", "H", "H", "C", "H", "H", "C", "C", "N", "C", "C", "H", "W", "S", "H", "H", "H", "C", "C", "H", "C", "C"],
  "positions_angstrom": [[-1.453, -5.878, -0.248], [-1.432, 1.286, 2.899], [2.552, 8.023, 1.657], [3.236, 8.511, -0.645], [2.984, 2.226, 1.978], [-3.263, 2.167, 4.359], [5.240, -5.274, -1.267], [-1.922, 0.576, 6.161], [-5.043, -2.144, -1.323], [1.530, 4.381, -1.890], [1.887, -1.430, 0.364], [-1.562, -4.365, -0.111], [-3.011, 3.463, 4.125], [4.066, 2.113, 1.948], [6.077, 1.278, 0.757], [6.965, -4.372, 0.223], [0.131, -0.286, 3.622], [-4.230, 1.785, 3.508], [4.918, -3.720, 0.207], [1.396, 5.038, -3.872], [0.553, -4.109, -0.061], [-3.732, 2.057, 5.600], [1.839, 4.224, -3.299], [4.558, 1.616, -1.462], [-5.134, -3.227, -1.400], [-0.398, 0.445, 2.621], [3.574, -4.700, -1.223], [0.375, -6.107, 0.947], [0.382, 3.584, 0.926], [-2.033, 1.314, 4.152], [2.244, -3.542, 0.170], [3.088, 2.209, -0.694], [-5.220, -3.356, 1.145], [-1.763, -1.588, 0.088], [4.638, -1.184, 0.460], [1.444, 5.876, 2.235], [2.513, -0.156, 0.588], [5.144, -5.589, 1.270], [6.486, 0.846, -0.157], [4.616, -4.389, -1.146], [-0.468, -2.227, 0.096], [0.296, -5.789, -1.569], [1.623, 0.857, 0.739], [0.531, -1.302, 0.240], [-1.674, -0.248, 0.200], [-4.397, -0.189, 0.053], [-2.940, -2.314, -0.003], [2.920, 4.242, -3.439], [4.068, -2.461, 0.326], [-4.352, -1.719, -0.018], [2.761, 7.565, -0.429], [-0.662, -6.443, 0.945], [-3.377, -6.382, 0.640], [1.442, 3.276, -3.651], [-1.256, -5.793, -2.414], [6.406, 0.687, 1.611], [2.369, 7.288, 0.887], [-0.714, -6.199, -1.559], [0.101, -0.805, 5.687], [4.591, 3.141, -0.565], [2.862, 6.883, -2.468], [-0.659, -7.531, 0.897], [-0.401, -3.612, -0.027], [3.898, -0.014, 0.601], [6.694, -2.950, 1.218], [-3.414, -6.245, -1.136], [4.375, 1.574, 2.845], [2.691, -2.569, 0.279], [0.123, 1.848, -1.697], [-5.123, -2.271, 1.191], [-5.436, 0.136, -0.003], [6.419, -3.431, 0.278], [6.491, 2.280, 0.864], [4.833, -3.704, -1.966], [-4.486, -1.782, -2.188], [5.713, -1.106, 0.462], [4.780, -4.216, 2.320], [-2.820, -6.566, -0.280], [0.902, 3.496, -1.115], [0.969, -0.917, 3.356], [-1.128, -6.146, 1.886], [-1.489, 0.548, 5.170], [-3.694, -4.295, -0.159], [4.507, 3.109, 1.980], [-3.993, 0.187, 0.994], [6.750, -2.813, -0.557], [-2.793, -3.705, -0.091], [-6.045, -1.718, -1.359], [-4.619, -2.012, 2.124], [1.926, 5.471, -1.123], [2.556, 6.664, -1.455], [0.918, 3.959, 0.153], [-0.367, -0.233, 4.900], [4.552, 1.368, 0.693], [-0.642, -7.280, -1.678], [-0.179, 0.746, 0.513], [-1.788, 2.336, 1.539], [3.502, -4.954, 1.344], [-6.124, -1.843, 1.215], [-2.677, -7.642, -0.366], [1.751, 6.098, 1.222], [4.169, 2.134, -0.585], [-3.868, 0.271, -0.781], [1.531, 5.205, 0.185], [4.556, -4.675, 1.356]],
  "homo_ev": [-12.7, -13.6],
  "total_charge": 2,
  "max_force_ev_per_a": 1.77,
  "spin_multiplicity": 3
}

=====

# 3
{
  "formula": "C42H51N2P3Pd",
  "method": "ωB97M-V/def2-TZVPD",
  "elements": ["C", "C", "H", "H", "C", "C", "H", "H", "H", "H", "H", "P", "C", "C", "H", "H", "H", "C", "H", "C", "H", "C", "C", "C", "C", "H", "C", "N", "H", "H", "C", "C", "C", "C", "H", "H", "C", "H", "C", "C", "H", "H", "H", "H", "H", "H", "C", "C", "H", "H", "H", "H", "C", "C", "C", "P", "H", "H", "H", "C", "C", "H", "C", "H", "H", "C", "H", "P", "C", "H", "C", "C", "H", "H", "N", "C", "H", "H", "H", "H", "H", "C", "C", "H", "H", "C", "Pd", "H", "C", "H", "H", "H", "C", "H", "C", "H", "C", "C", "C"],
  "positions_angstrom": [[-2.143, -1.392, 3.952], [3.965, -2.589, -1.304], [-2.908, -2.486, 1.036], [-3.293, 2.050, -2.927], [3.355, 0.165, 5.413], [-2.552, -2.147, 0.064], [4.895, 0.013, 2.397], [3.423, 4.717, -3.556], [-0.705, -3.542, -5.297], [1.049, -2.523, 3.881], [-0.915, 4.813, 2.809], [-0.447, 2.029, -1.829], [-0.514, 2.715, 3.000], [-0.027, -2.534, 4.009], [-2.931, -2.114, -3.577], [5.412, 0.133, 4.808], [-2.932, -3.762, -4.225], [-1.270, 1.361, -3.366], [-1.372, 1.575, -5.506], [1.740, 3.621, -2.800], [-0.100, -4.610, 4.540], [-1.445, 1.621, 4.926], [2.067, -1.144, -1.765], [1.743, 0.075, 3.635], [3.804, 2.602, -3.452], [-2.554, -4.635, 4.823], [3.323, 1.357, -3.089], [-0.074, -0.040, 1.460], [-0.832, -4.233, -2.885], [-2.081, 5.519, -1.987], [3.431, -1.324, -1.463], [1.814, -3.565, -1.684], [-2.784, -2.558, 4.340], [4.381, 0.118, 4.477], [-0.170, 3.535, 0.464], [-3.222, 0.577, -3.898], [-0.758, -1.368, 3.799], [1.189, -4.444, -1.779], [-1.075, 3.917, 3.395], [3.033, 3.745, -3.285], [-3.152, -3.493, -2.496], [-2.039, -4.712, -0.915], [-1.576, 0.737, 5.540], [4.798, 2.683, -3.874], [-3.309, -2.393, -0.685], [-2.716, -0.494, 3.752], [-2.028, 2.820, 5.312], [-1.706, 4.610, -2.464], [-0.593, -1.848, -4.796], [1.120, 4.505, -2.737], [-1.597, 3.097, -4.649], [-2.501, 4.223, -3.099], [-2.050, -3.718, 4.544], [4.092, 0.050, 3.122], [-2.620, -3.143, -3.381], [0.035, 0.062, 2.989], [-0.338, -4.794, -0.410], [-3.859, -2.567, 4.470], [-1.102, 5.026, 0.256], [1.238, -2.307, -1.788], [-0.698, 1.559, 3.755], [0.393, 4.774, -0.654], [1.234, 2.385, -2.421], [5.020, -2.696, -1.085], [-0.868, 4.889, -3.100], [2.035, 0.148, 4.993], [3.591, 0.216, 6.469], [-0.575, -2.013, -1.865], [-0.672, -3.705, 4.379], [-0.478, -2.475, 0.482], [-1.300, -4.318, -0.214], [-1.201, -2.798, -0.270], [3.918, 0.476, -3.282], [-1.606, -4.608, 0.794], [1.479, 0.051, -2.102], [3.174, -3.720, -1.456], [0.069, 2.641, 2.090], [1.229, 0.191, 5.718], [-0.782, 0.390, -3.480], [0.017, 2.391, -4.779], [-2.314, 4.894, 4.848], [-2.750, 1.113, -3.071], [-0.495, 4.280, -0.262], [-2.445, -1.064, 0.109], [2.510, -0.028, 1.650], [2.051, 1.222, -2.503], [0.106, 0.077, -0.552], [-2.628, 2.865, 6.212], [-1.104, -3.221, -3.194], [-2.232, 3.237, -0.915], [4.068, -0.457, -1.349], [3.606, -4.710, -1.384], [-0.379, -2.877, -4.494], [-2.856, 0.513, -2.164], [-1.040, 2.162, -4.645], [0.701, -2.978, -4.382], [-1.312, 3.614, -1.375], [2.770, 0.028, 2.701], [-1.850, 3.964, 4.548]],
  "homo_ev": [-6.5, -6.7],
  "total_charge": 0,
  "max_force_ev_per_a": 1.86,
  "spin_multiplicity": 3
}

=====

# 4
{
  "formula": "C42H51N3O9",
  "method": "ωB97M-V/def2-TZVPD",
  "elements": ["H", "O", "C", "H", "H", "C", "O", "C", "H", "C", "C", "C", "C", "C", "H", "H", "C", "H", "C", "C", "N", "H", "C", "C", "H", "C", "H", "C", "C", "C", "H", "H", "O", "H", "N", "O", "H", "N", "H", "C", "H", "H", "C", "O", "H", "H", "H", "C", "O", "C", "H", "C", "C", "C", "H", "C", "C", "C", "H", "H", "H", "H", "H", "H", "H", "O", "H", "C", "C", "H", "C", "H", "H", "C", "C", "H", "H", "H", "C", "H", "H", "C", "C", "O", "H", "H", "H", "C", "C", "C", "C", "C", "H", "O", "H", "H", "H", "H", "C", "H", "H", "H", "H", "C", "H"],
  "positions_angstrom": [[-4.457, 0.736, -1.569], [7.194, -1.163, -1.708], [-5.061, -1.205, 0.078], [2.114, -3.975, 0.305], [5.872, -2.395, 1.663], [4.598, -2.947, 0.020], [-3.169, -0.947, -2.618], [1.055, 0.242, 0.328], [-5.945, 4.074, 0.204], [-3.454, -2.688, 1.790], [5.855, -2.295, 0.576], [-5.448, -2.467, 0.483], [2.053, 3.350, -0.400], [-1.020, -4.015, -2.286], [-4.946, -6.184, 2.662], [-0.537, -1.456, -0.989], [3.367, -0.741, 0.271], [0.704, 5.903, 1.437], [-4.216, 4.251, -1.149], [3.687, 2.141, 0.879], [4.644, -0.123, 0.620], [-2.811, -3.237, 2.460], [3.394, 2.928, 1.988], [-3.283, 5.074, -0.239], [3.207, -0.638, -0.812], [7.509, -0.992, -3.085], [1.218, -2.482, 0.589], [2.421, 3.902, 1.912], [-2.936, 2.267, -1.408], [3.374, -2.252, 0.609], [-2.607, 6.795, -1.397], [-5.708, -0.656, -0.586], [-1.106, 6.149, -0.226], [-5.764, 1.641, 0.524], [-0.195, 5.104, -0.241], [5.290, -0.024, -2.014], [-1.313, 1.080, 4.070], [-1.401, -1.731, -1.428], [3.314, 1.822, -1.205], [1.146, 0.543, 3.065], [-0.971, 2.607, 3.261], [-2.544, -5.532, -2.452], [-1.829, -3.107, -1.358], [-5.138, -4.460, 1.672], [-3.881, 5.760, 0.360], [6.756, -2.757, 0.172], [-4.754, 4.932, -1.819], [2.207, -0.124, 1.011], [-1.453, 0.410, -2.002], [-4.377, -5.264, 2.537], [-3.397, -5.502, 2.108], [6.051, -0.616, -1.294], [-2.142, 1.541, -2.503], [-2.222, 5.839, -1.038], [-2.828, 1.239, -3.302], [2.092, -2.907, 0.101], [-4.015, 1.361, -0.780], [5.852, -0.816, 0.208], [7.551, 0.070, -3.333], [-6.379, -2.888, 0.141], [6.687, -0.304, 0.704], [-0.921, -6.097, -2.853], [4.578, -4.008, 0.273], [-2.768, 4.396, 0.445], [2.192, 4.504, 2.779], [-3.347, 0.550, 0.176], [-0.919, 1.027, 0.449], [0.001, 0.931, 2.380], [0.690, 5.129, 0.667], [-2.883, -3.125, -1.642], [3.036, 2.386, -0.327], [-1.372, -5.828, -1.168], [-4.239, -4.789, 3.514], [-5.086, 2.184, -0.120], [-1.494, -5.459, -2.184], [3.937, 2.766, 2.907], [8.479, -1.459, -3.235], [-1.896, 5.228, -1.887], [4.834, 1.191, 0.935], [0.037, -3.955, -2.020], [1.531, 3.540, -1.325], [-2.112, -0.780, -2.061], [1.724, 4.112, 0.722], [5.938, 1.610, 1.244], [-2.240, 2.565, -0.609], [-2.123, -1.015, 1.714], [3.115, -0.273, 2.944], [-0.033, 0.760, 1.003], [2.231, 0.013, 2.393], [-1.161, 1.545, 3.098], [-4.654, -3.225, 1.340], [-5.183, 3.491, -0.290], [-1.384, 2.217, -2.901], [-3.504, 3.399, -2.028], [-2.071, 1.449, 2.509], [3.413, -2.355, 1.699], [1.998, -2.764, -0.974], [-1.740, -3.452, -0.323], [-3.853, -0.674, 0.516], [4.584, -2.859, -1.070], [1.189, 0.660, 4.139], [6.752, -1.470, -3.710], [-1.133, -3.661, -3.312], [-3.061, -1.429, 1.377], [1.013, 0.149, -0.748]],
  "homo_ev": -7.9,
  "total_charge": 0,
  "max_force_ev_per_a": 1.07
}